Record 1
The following is a quantum chemistry calculation of 2 unconnected molecules or ions with the total composition C5H11O2 at a distorted geometry, from the OMol25 dataset.

```
18
C5H11O2, DFT ωB97M-V/def2-TZVPD
C -0.008 -3.097 0.620
C -0.928 -3.078 -0.548
H 1.003 -3.116 0.326
H 0.087 -2.097 1.124
H -0.271 -3.825 1.313
H -0.991 -2.121 -1.109
H -2.023 -3.341 -0.255
H -0.700 -3.851 -1.240
C 0.499 2.356 0.391
C -0.911 2.515 0.859
C 0.619 0.942 -0.385
O 0.036 0.977 -1.451
O 1.118 0.011 0.227
H 0.971 3.046 -0.257
H 1.165 2.525 1.219
H -1.232 3.066 1.696
H -1.274 1.467 1.364
H -1.592 2.515 -0.018
```

Output
relative energy (zero: lowest compared OMol25 entry of this formula, charge and spin)	32.2	kcal/mol
net charge	-1

***

Record 2
The following is a quantum chemistry calculation of 2 unconnected molecules or ions with the total composition C5H11O2 at a distorted geometry, from the OMol25 dataset.

```
18
C5H11O2, DFT ωB97M-V/def2-TZVPD
C 0.122 0.482 3.456
C -0.422 1.599 2.472
O -1.014 1.275 1.430
O -0.215 2.652 3.056
H -0.844 0.331 4.041
H 1.013 0.713 4.073
H 0.349 -0.570 3.040
C -0.002 -0.472 -1.377
C 1.367 -0.731 -1.941
C -1.119 -0.593 -2.417
H -0.029 -0.856 -0.358
H -0.108 0.652 -1.070
H 1.286 -1.374 -2.950
H -1.923 0.062 -2.051
H -0.964 -0.278 -3.340
H 2.009 -1.329 -1.336
H 2.048 0.065 -2.253
H -1.555 -1.626 -2.476
```

Output
relative energy (zero: lowest compared OMol25 entry of this formula, charge and spin)	38.7	kcal/mol
spin multiplicity	2
net charge	0

***

Record 3
The following is a quantum chemistry calculation of 2 unconnected molecules or ions with the total composition C5H11O2 at a distorted geometry, from the OMol25 dataset.

```
18
C5H11O2, DFT ωB97M-V/def2-TZVPD
C 1.368 -1.802 -0.349
C 2.577 -0.864 -0.152
H 1.340 -2.397 -1.256
H 1.387 -2.542 0.416
H 0.427 -1.253 -0.383
H 3.316 -1.422 0.402
H 2.896 -0.427 -1.097
H 2.248 -0.022 0.454
C -1.562 1.034 -0.359
C -2.478 0.532 0.748
C -0.384 1.879 0.163
O 0.633 1.609 -0.581
O -0.480 2.579 1.137
H -1.180 0.237 -1.003
H -2.109 1.549 -1.160
H -3.231 -0.101 0.301
H -2.900 1.400 1.246
H -1.867 0.013 1.475
```

Output
relative energy (zero: lowest compared OMol25 entry of this formula, charge and spin)	7.6	kcal/mol
spin multiplicity	2
net charge	0

***

Record 4
The following is a quantum chemistry calculation of 2 unconnected molecules or ions with the total composition C5H11O3 at a distorted geometry, from the OMol25 dataset.

```
19
C5H11O3, DFT ωB97M-V/def2-TZVPD
O 0.355 -3.110 0.881
C -0.314 -2.111 0.425
O -1.447 -1.872 0.852
C 0.401 -1.270 -0.669
C -0.131 0.151 -0.660
C 0.935 1.260 -0.741
C 0.296 2.630 -1.008
H 1.447 -1.378 -0.420
H 0.393 -1.681 -1.660
H -0.821 0.056 -1.494
H -0.597 0.283 0.276
H 1.558 1.348 0.195
H 1.537 0.887 -1.573
H -0.122 2.746 -2.092
H 1.058 3.509 -0.982
H -0.536 2.820 -0.330
H -1.483 -2.136 3.021
H -1.260 -0.818 2.580
O -1.267 -1.314 3.399
```

Output
relative energy (zero: lowest compared OMol25 entry of this formula, charge and spin)	24.4	kcal/mol
net charge	-1

***

Record 5
The following is a quantum chemistry calculation of a single C5H11O3PS molecule at a distorted geometry, from the OMol25 dataset.

```
21
C5H11O3PS, DFT ωB97M-V/def2-TZVPD
C 3.227 -1.683 -0.856
C -2.386 1.267 1.956
C 2.451 -0.802 0.111
C -1.725 1.855 0.721
C 0.236 -0.680 -0.668
O -0.103 -1.725 -0.203
O 1.418 -0.102 -0.595
O -1.030 0.794 0.059
P -0.880 0.534 -1.545
S -2.552 -0.678 -1.967
H 3.601 -1.086 -1.685
H 4.066 -2.145 -0.341
H 2.583 -2.465 -1.251
H -3.186 0.589 1.669
H -1.649 0.704 2.524
H -2.791 2.061 2.579
H 3.088 -0.026 0.541
H 1.996 -1.400 0.905
H -0.986 2.613 1.002
H -2.464 2.310 0.055
H -2.916 0.064 -3.011
```

Output
relative energy (zero: lowest compared OMol25 entry of this formula, charge and spin)	0.0	kcal/mol
structure (SMILES)	CCOC(=O)P(S)OCC
net charge	0

***

Record 6
The following is a quantum chemistry calculation of a molecular structure, C5H11O4Zn at a distorted geometry, from the OMol25 dataset.

```
21
C5H11O4Zn, DFT ωB97M-V/def2-TZVPD
C 0.890 1.069 -2.099
C 2.186 1.000 -1.310
O 1.983 1.357 0.018
H 1.083 0.893 -3.167
H 0.185 0.308 -1.734
H 0.424 2.059 -1.982
H 2.932 1.664 -1.791
H 2.578 -0.035 -1.351
O 0.278 -0.230 1.561
C -0.958 0.187 1.327
O -1.137 1.410 1.476
O -1.867 -0.725 1.366
C -2.783 -0.820 0.262
H -3.756 -0.525 0.661
H -2.505 -0.111 -0.525
H -2.784 -1.850 -0.105
C 0.594 -1.636 1.605
H -0.131 -2.135 2.256
H 0.509 -2.020 0.586
H 1.623 -1.739 1.964
Zn 0.657 1.877 0.982
```

Output
relative energy (zero: lowest compared OMol25 entry of this formula, charge and spin)	0.0	kcal/mol
net charge	+1

***

Across the entries above, total energy takes the values -347.5983 -347.4564 -347.5060 -422.8748 -1162.3743 -2277.1002 Ha, respectively.